Entry from OMol25: a cluster of 9 separate species, C52H52N2O14 in total at a distorted geometry (wB97M-V/def2-TZVPD).

The geometry in XYZ format:
```
120
Properties=species:S:1:pos:R:3:mulliken_charge:R:1
O -3.3728 3.1275 -2.2533 -0.5352
C -3.5338 3.6345 -3.5493 0.1541
C -2.6128 3.2385 -4.5843 0.0571
C -2.8868 3.8105 -6.0003 -0.8459
C -3.9398 4.7165 -6.2033 0.3534
O -4.1798 5.2115 -7.4353 -0.5969
C -4.8208 5.0605 -5.1743 -0.2404
C -4.6538 4.5345 -3.8113 -1.2713
H -2.8488 2.3535 -2.1353 0.2483
H -1.7908 2.4965 -4.4973 0.5062
H -2.4878 3.4645 -6.8123 0.8146
H -4.9808 5.8845 -7.6073 0.3459
H -5.6818 5.8015 -5.1783 0.1638
H -5.1968 4.7825 -3.0563 0.7766
O 5.2882 1.1585 -0.1003 -0.5597
C 4.6682 0.9395 -1.3763 0.5514
C 3.6462 -0.0035 -1.4233 0.0288
C 3.1382 -0.3475 -2.7983 -1.3434
C 3.8592 0.0895 -3.8083 1.1042
O 3.4032 -0.2655 -5.1473 -0.5946
C 4.9032 1.0255 -3.7253 -0.6532
C 5.3382 1.3375 -2.4643 -0.7734
H 4.6572 1.3745 0.4737 0.3112
H 3.1712 -0.4545 -0.6123 0.6188
H 2.1602 -0.8585 -2.9853 -0.0729
H 2.7132 -0.9645 -5.2483 0.2897
H 5.6472 1.1745 -4.4723 0.3883
H 6.0002 2.0195 -2.3213 0.6283
O 1.4332 -0.8925 1.7387 1.6898
C 0.7632 -0.3615 0.7117 -0.9637
C 0.3812 0.9655 0.6627 -0.1302
C -0.2698 1.5485 -0.4993 -1.0727
C -0.6338 0.6855 -1.4833 0.6872
O -1.2128 1.1865 -2.6453 -0.4467
C -0.4378 -0.7065 -1.4943 0.4399
C 0.2392 -1.1945 -0.3213 0.5055
H 1.6212 -1.8135 1.5237 -1.1292
H 0.7072 1.5705 1.4087 1.3302
H -0.6588 2.6565 -0.6783 0.2472
H -1.2938 0.6245 -3.3743 -0.0952
H -0.6058 -1.4615 -2.3633 0.1229
H 0.3752 -2.3535 -0.3333 -0.4150
O -3.9538 2.4505 2.1287 -0.5356
C -4.1238 1.2875 1.3787 0.4639
C -3.1538 0.3675 1.3227 -0.2437
C -3.3988 -0.8595 0.4347 -1.4124
C -4.4008 -0.8245 -0.4393 1.0878
O -4.6918 -1.7735 -1.3663 -0.5978
C -5.3808 0.2415 -0.4413 -0.6367
C -5.2598 1.1765 0.5357 -0.4429
H -3.4188 2.3665 2.8017 0.1846
H -2.2588 0.4345 1.8707 0.6812
H -2.7018 -1.6705 0.5647 0.4686
H -4.1338 -2.6485 -1.3043 0.3420
H -6.2438 0.3945 -1.1953 0.2914
H -6.0668 1.9295 0.4427 0.2838
O 3.2302 1.3025 1.9617 -0.5479
C 3.3002 1.1825 3.3147 0.3061
C 3.1802 0.0785 4.0597 -0.8314
C 3.2162 0.0285 5.6037 -0.8667
C 3.2212 1.3055 6.1627 0.4620
O 3.2192 1.3965 7.4707 -0.6162
C 3.3522 2.5125 5.4047 -0.5306
C 3.4052 2.4795 4.0227 -0.3772
H 2.4832 0.8885 1.6747 -0.2441
H 3.1162 -0.8515 3.9647 1.4619
H 3.1302 -1.0245 6.1107 0.2858
H 3.9962 0.9795 8.0887 0.3644
H 3.4972 3.5235 6.0517 0.2069
H 3.6642 3.3855 3.4747 0.4711
O -5.3388 1.7825 -7.4873 -0.5686
C -4.4998 1.1135 -6.7003 0.3326
C -4.7308 0.8295 -5.3953 -0.2533
C -3.7398 -0.0785 -4.5403 -0.1551
C -2.6918 -0.5495 -5.3843 0.5591
O -1.8778 -1.3865 -4.5703 -0.4780
C -2.4938 -0.2935 -6.7263 -0.9418
C -3.3288 0.5735 -7.3313 -0.6105
H -5.5038 2.5175 -6.9783 0.3376
H -5.5308 1.4615 -4.8253 0.1944
H -3.8958 -0.2455 -3.4403 0.3918
H -0.9988 -1.5395 -4.7613 0.3023
H -1.5888 -0.7545 -7.1453 0.3401
H -3.2598 0.5995 -8.3763 0.5381
O 6.7772 -2.6225 4.5867 -0.6082
C 5.8512 -2.8395 3.5317 0.8102
C 5.0862 -3.9405 3.5207 -0.8439
C 4.1622 -4.1505 2.3837 -0.8447
C 3.9782 -3.1575 1.3957 0.1775
O 3.0212 -3.3665 0.4107 -0.5208
C 4.8082 -2.0785 1.4157 0.2908
C 5.7532 -1.9025 2.5017 -1.0347
H 7.0062 -1.6785 4.7127 0.3203
H 5.1172 -4.6995 4.2947 0.4411
H 3.6842 -5.0705 2.2177 0.7565
H 2.6082 -4.0425 0.5997 0.2055
H 4.8922 -1.3465 0.4127 0.0085
H 6.3732 -1.1605 2.5197 0.7724
C -1.8118 2.0465 5.2657 -1.0995
C -0.7808 1.3195 4.6677 -0.2719
C -0.9978 -0.0755 4.2857 0.4446
N -1.9938 -0.7405 4.7787 -0.4648
C -2.9898 -0.1035 5.3997 -0.3571
C -3.0278 1.2955 5.5997 -0.7602
H -1.6228 2.9465 5.3657 0.8528
H 0.1352 1.7875 4.3967 0.3982
H -0.2118 -0.6035 3.6327 0.1785
H -3.8118 -0.7555 5.6307 0.4228
H -3.7938 1.6965 6.0697 0.6180
C 1.3752 -5.8475 3.6137 -0.4539
C 1.2652 -6.0205 2.1477 -0.3089
C 0.5862 -5.1195 1.3897 -0.6360
N 0.0312 -3.9885 1.8687 -0.0980
C 0.0642 -3.9085 3.1837 -0.4825
C 0.6912 -4.6525 4.0647 -0.4034
H 1.8432 -6.2925 4.4017 0.5150
H 1.7582 -6.9225 1.6217 0.3072
H 0.3322 -5.4485 0.4147 0.4006
H -0.3698 -3.1435 3.5357 0.8853
H 0.8502 -4.2965 5.1777 0.2914
```

Summary:
Structure (SMILES)   Oc1ccc(O)cc1.Oc1ccc(O)cc1.Oc1ccc(O)cc1.Oc1ccc(O)cc1.Oc1ccc(O)cc1.Oc1ccc(O)cc1.Oc1ccc(O)cc1.c1ccncc1.c1ccncc1
Gap between HOMO and LUMO   7.73 eV
LUMO energy   -0.1 eV
Relative energy (zero: lowest compared OMol25 entry of this formula, charge and spin)   0.0 kcal per mole